Entry 1:
DFT (ωB97M-V/def2-TZVPD) results for a molecular structure, H26O19SV in a non-equilibrium geometry.

Values from the calculation:
E_tot: -2787.5189 Ha
energy relative to the best compared isomer or geometry (same formula, charge and spin): 66.0 kJ/mol
frontier orbital gap: 7.42 eV
total charge: -1

Positions of all 47 atoms, in Å:
O1 -22.0555 16.6984 -25.4457
V1 -22.8867 16.5189 -24.0959
O2 -23.8094 17.8065 -23.8917
S1 -20.2555 17.1212 -21.8024
O3 -21.0535 16.4928 -20.7712
O4 -19.9768 18.4944 -21.4224
O5 -18.9585 16.5114 -21.9696
O6 -20.9795 17.0874 -23.0650
O7 -21.9838 19.5396 -19.9503
H1 -21.9329 18.8859 -19.2503
H2 -21.5115 19.1416 -20.6937
O8 -21.0518 13.7377 -21.3423
H3 -21.7492 13.3447 -20.8129
H4 -21.0666 14.6749 -21.1065
O9 -17.6295 14.8750 -23.5382
H5 -17.8993 15.6149 -22.9765
H6 -16.6912 15.0104 -23.6827
O10 -18.6089 14.3661 -20.0033
H7 -18.5827 15.1801 -20.5180
H8 -19.4999 14.0334 -20.1251
O11 -23.3609 15.8094 -21.9473
H9 -23.9769 15.4908 -21.2846
H10 -22.6326 16.1956 -21.4378
O12 -23.6915 16.3172 -18.9928
H11 -22.8477 16.7023 -19.2497
H12 -23.5474 15.3694 -19.0301
O13 -19.2271 17.9151 -25.0447
H13 -19.5120 17.4340 -24.2633
H14 -19.1984 17.2527 -25.7371
O14 -17.2447 17.5269 -19.6499
H15 -17.6305 18.4118 -19.7081
H16 -17.6530 17.0415 -20.3676
O15 -21.1998 20.2325 -23.0056
H17 -21.1961 19.4776 -23.5991
H18 -20.5048 20.0424 -22.3672
O16 -21.9422 14.4572 -23.9157
H19 -21.3389 14.1314 -24.5881
H20 -21.4853 14.2960 -23.0780
O17 -20.8366 17.5289 -18.2606
H21 -20.6437 17.1593 -19.1296
H22 -20.2171 17.0949 -17.6706
O18 -18.2930 19.9464 -19.8336
H23 -17.8137 20.5959 -20.3531
H24 -18.9445 19.5749 -20.4524
O19 -18.0699 19.5357 -22.9857
H25 -18.4476 19.1106 -23.7590
H26 -18.6085 19.2279 -22.2439

Entry 2:
DFT (ωB97M-V/def2-TZVPD) results for 5 unconnected molecules or ions with the total composition C22H37BFO17S in a non-equilibrium geometry.

Values from the calculation:
E_tot: -2662.1180 Ha
frontier orbital gap: 7.90 eV
total charge: +1

Positions of all 79 atoms, in Å:
C1 2.8983 0.4190 -2.9902
C2 1.9952 1.7991 -2.9490
F1 1.4252 1.8983 -1.5846
S1 0.6428 1.5885 -4.2694
B1 -0.8465 0.9478 -3.2439
O1 -1.1749 -0.4721 -3.4882
O2 -1.5767 1.7516 -2.2810
H1 2.2686 -0.5056 -2.6400
H2 3.8239 0.6003 -2.2951
H3 3.2609 0.2979 -4.0984
H4 2.6447 2.7527 -3.1463
H5 0.3096 2.8512 -4.8289
H6 -0.2611 -0.8965 -3.5043
H7 -1.0404 2.5152 -1.9458
C3 -3.9032 -0.5530 -2.2738
C4 -5.3300 -0.5950 -1.7706
C5 -5.5398 -1.5299 -0.6179
O3 -6.9129 -1.8687 -0.7506
C6 -7.2153 -1.7491 -2.0767
O4 -8.2389 -2.1334 -2.5812
O5 -6.2003 -1.1364 -2.7570
H8 -3.2408 -0.0887 -1.5387
H9 -3.5307 -1.5581 -2.4942
H10 -3.8442 0.0131 -3.2082
H11 -5.6770 0.4186 -1.5381
H12 -5.3499 -1.0551 0.3471
H13 -4.9497 -2.4501 -0.6872
C7 1.4088 0.9378 3.8961
C8 2.5595 0.5117 3.0109
C9 2.6718 1.2993 1.7420
O6 3.3204 0.3803 0.8726
C10 2.9842 -0.8689 1.3095
O7 3.2040 -1.8878 0.7014
O8 2.3640 -0.8126 2.5242
H14 1.5813 1.9321 4.3130
H15 0.4657 0.9502 3.3416
H16 1.2770 0.2291 4.7190
H17 3.4966 0.5241 3.5798
H18 3.2691 2.2055 1.8624
H19 1.7037 1.5634 1.3035
C11 -0.2053 -4.6180 1.8348
C12 -0.9293 -3.6680 2.7643
C13 -2.3995 -3.5574 2.4948
O9 -2.6986 -2.2575 2.9849
C14 -1.5504 -1.5278 2.8726
O10 -1.4820 -0.3334 3.0211
O11 -0.4880 -2.3298 2.5672
H20 -0.5037 -5.6532 2.0207
H21 -0.4085 -4.3785 0.7863
H22 0.8772 -4.5337 1.9698
H23 -0.7280 -3.9364 3.8080
H24 -2.9812 -4.3142 3.0251
H25 -2.6534 -3.5909 1.4299
C15 -0.7382 -0.1514 8.8024
C16 0.6049 0.4225 8.4055
C17 1.0972 1.5033 9.3196
O12 1.9399 2.2616 8.4629
C18 1.4579 2.0934 7.1974
O13 1.8124 2.7349 6.2401
O14 0.5182 1.1025 7.1585
H26 -0.6631 -0.7195 9.7334
H27 -1.4837 0.6389 8.9344
H28 -1.1190 -0.8112 8.0170
H29 1.3409 -0.3827 8.2971
H30 1.6611 1.1101 10.1681
H31 0.3026 2.1594 9.6902
C19 3.0395 2.7638 -9.8425
C20 3.0493 2.2257 -8.4281
C21 2.8629 0.7441 -8.3413
O15 2.2913 0.5916 -7.0465
C22 1.6334 1.7475 -6.7781
O16 0.8635 1.9064 -5.8268
O17 1.9292 2.7089 -7.6894
H32 3.9250 2.4364 -10.3932
H33 2.1483 2.4345 -10.3859
H34 3.0138 3.8575 -9.8350
H35 3.9578 2.5511 -7.9086
H36 3.8049 0.1975 -8.4169
H37 2.1578 0.3461 -9.0780

Entry 3:
DFT (ωB97M-V/def2-TZVPD) results for a molecular structure, C37H40N8O2RbS3.

Values from the calculation:
E_tot: -3240.9796 Ha
energy relative to the best compared isomer or geometry (same formula, charge and spin): 108.7 kJ/mol
frontier orbital gap: 7.24 eV
total charge: +1

Positions of all 91 atoms, in Å:
Rb1 0.1417 0.4368 -0.3991
C1 4.1692 -6.0827 -2.6309
C2 3.6745 -4.8041 -2.0143
C3 4.3321 -4.1588 -1.0219
C4 3.8080 -2.9755 -0.4079
C5 4.5786 -2.3530 0.5637
N1 4.1957 -1.5511 1.5572
C6 2.9591 -1.6981 2.3316
C7 1.9860 -0.5257 2.4076
C8 1.0338 -0.6459 3.6005
N2 0.4987 -1.9921 3.8583
C9 -0.7440 -2.4766 3.9013
C10 -1.9418 -2.1613 3.2785
C11 -3.1022 -2.8699 3.7396
C12 -4.3008 -2.7799 3.1184
C13 -5.5391 -3.4677 3.6212
C14 -4.3479 -2.0419 1.8978
C15 -3.2854 -1.3867 1.3494
C16 -3.4585 -0.8727 -0.0201
N3 -2.5347 -0.5499 -0.8194
C17 -2.8861 -0.1932 -2.1795
C18 -2.2716 -1.1614 -3.2001
C19 -0.8015 -0.9738 -3.5950
N4 0.1619 -1.4222 -2.6013
C20 0.8305 -2.4681 -2.8441
C21 1.9487 -3.0306 -2.0600
C22 2.4828 -4.1998 -2.5164
C23 2.6041 -2.3352 -0.9420
O1 2.2619 -1.2086 -0.5684
C24 -2.0249 -1.3159 2.0943
O2 -1.0641 -0.6288 1.7284
H1 5.0752 -6.4331 -2.1387
H2 4.3942 -5.9468 -3.6909
H3 3.4202 -6.8732 -2.5566
H4 5.2602 -4.5678 -0.6346
H5 5.6515 -2.5354 0.5388
H6 4.9553 -1.1362 2.0733
H7 3.2913 -1.9565 3.3449
H8 2.4392 -2.5697 1.9336
H9 1.4096 -0.5073 1.4998
H10 2.4979 0.4342 2.5066
H11 0.2036 0.0373 3.4708
H12 1.5642 -0.3719 4.5175
H13 1.1433 -2.5651 4.3792
H14 -0.8008 -3.3490 4.5486
H15 -3.0041 -3.4823 4.6309
H16 -5.3199 -4.0833 4.4925
H17 -5.9734 -4.1119 2.8545
H18 -6.3035 -2.7428 3.9085
H19 -5.2840 -2.0473 1.3447
H20 -4.5088 -0.8620 -0.3528
H21 -2.5262 0.8251 -2.3675
H22 -3.9773 -0.1812 -2.3160
H23 -2.8511 -1.0659 -4.1220
H24 -2.4226 -2.1856 -2.8477
H25 -0.6148 0.0938 -3.7590
H26 -0.6307 -1.4746 -4.5584
H27 0.6409 -3.0362 -3.7694
H28 1.9975 -4.6880 -3.3581
N5 2.1953 4.8466 1.0972
C25 1.3613 4.8324 2.1980
C26 1.1721 5.7155 3.2547
C27 0.2310 5.3566 4.2007
C28 -0.4994 4.1622 4.0984
C29 -0.3094 3.2919 3.0439
C30 0.6389 3.6376 2.0823
N6 1.0260 2.9578 0.9402
C31 1.9420 3.7033 0.3865
C32 2.6545 3.3657 -0.8449
C33 3.8097 3.9387 -1.2887
S1 4.2700 3.2330 -2.7733
C34 2.9010 2.2074 -2.6880
N7 2.1467 2.3783 -1.6507
H29 2.7894 5.6025 0.8068
H30 1.7282 6.6398 3.3404
H31 0.0492 6.0139 5.0405
H32 -1.2304 3.9300 4.8617
H33 -0.8796 2.3760 2.9448
H34 4.4059 4.7064 -0.8235
H35 2.6882 1.4801 -3.4585
S2 -0.6538 3.4389 -2.6021
C35 -2.1005 3.8161 -3.2997
N8 -2.2909 4.2773 -4.5431
C36 -3.6075 4.8043 -4.8718
C37 -4.5822 4.0562 -3.9667
S3 -3.6336 3.6811 -2.4617
H36 -1.4721 4.5259 -5.0765
H37 -3.8311 4.6255 -5.9223
H38 -3.6437 5.8806 -4.6827
H39 -4.9211 3.1287 -4.4251
H40 -5.4459 4.6667 -3.7169

Entry 4:
DFT (ωB97M-V/def2-TZVPD) results for a single C6H15N3 molecule in a non-equilibrium geometry.

Values from the calculation:
E_tot: -401.7543 Ha
energy relative to the best compared isomer or geometry (same formula, charge and spin): 349.2 kJ/mol
SMILES string: [H]/N=C(\C)[C@H](N)[C@H](C)NC
frontier orbital gap: 7.97 eV
total charge: 0

Positions of all 24 atoms, in Å:
C1 0.6451 1.8756 -1.4812
C2 1.8744 -0.9950 0.5439
N1 0.2813 0.5572 -0.9744
C3 1.0070 0.2019 0.8450
N2 1.4152 1.1237 1.6514
H1 0.6618 -0.2469 -1.4611
H2 2.2330 0.8380 2.1909
H3 -0.1931 2.2895 -2.0466
H4 1.5159 1.8262 -2.1397
H5 0.8807 2.5480 -0.6567
H6 2.6704 -0.6887 -0.1443
H7 1.2768 -1.8035 0.1245
H8 2.3840 -1.3229 1.4523
C4 -1.8696 -0.7361 -1.2505
N3 -1.2801 -1.3557 1.5506
C5 -0.8606 -0.0512 1.0687
C6 -1.1667 0.2697 -0.3513
H9 -1.8360 -1.3010 2.4075
H10 -0.5666 -2.0479 1.7485
H11 -1.1926 0.7633 1.7178
H12 -1.6880 1.2294 -0.3761
H13 -2.9247 -0.7963 -0.9667
H14 -1.8248 -0.4412 -2.3039
H15 -1.4426 -1.7359 -1.1487

Entry 5:
DFT (ωB97M-V/def2-TZVPD) results for 2 unconnected molecules or ions with the total composition C19H40N4OS2 in a non-equilibrium geometry.

Values from the calculation:
E_tot: -1838.4020 Ha
frontier orbital gap: 4.38 eV
total charge: 0

Positions of all 66 atoms, in Å:
C1 0.2610 2.9015 2.7572
C2 -0.9468 2.4735 1.8953
C3 -1.3537 1.0233 2.0962
C4 -2.6979 0.7513 1.3994
N1 -2.6447 -0.3757 0.4665
C5 -2.2890 -1.6506 1.1266
C6 -0.8854 -2.2016 0.7535
C7 -0.3157 -1.7135 -0.5833
C8 1.2504 -1.7038 -0.5305
C9 1.7258 -0.2697 -0.3841
C10 3.1418 -0.1203 0.1227
C11 3.3557 1.3514 0.3597
N2 3.2201 2.0189 -0.9934
C12 2.0804 1.6652 -1.5977
N3 1.2625 2.5642 -2.0735
N4 1.7277 0.3425 -1.7770
C13 -3.8845 -0.4659 -0.2093
S1 -3.9447 -0.0184 -1.7625
S2 -5.2784 -1.0743 0.7192
C14 -6.6523 0.0936 0.4906
C15 -7.1850 0.2631 -0.9180
C16 -8.4696 1.1138 -0.8787
H1 0.7373 2.0600 3.2493
H2 0.9702 3.4218 2.1208
H3 -0.0437 3.6175 3.5128
H4 -0.7474 2.6947 0.8480
H5 -1.7955 3.0964 2.1669
H6 -0.5926 0.3146 1.7875
H7 -1.4854 0.8829 3.1669
H8 -2.9337 1.6406 0.8184
H9 -3.5051 0.6610 2.1340
H10 -3.0179 -2.4342 0.9518
H11 -2.3092 -1.4791 2.2026
H12 -0.9972 -3.2780 0.6578
H13 -0.1879 -2.0667 1.5746
H14 -0.6186 -0.7036 -0.8290
H15 -0.6219 -2.3913 -1.3686
H16 1.5849 -2.3315 0.2844
H17 1.6195 -2.0589 -1.4848
H18 1.0363 0.3428 0.2006
H19 3.2658 -0.6738 1.0480
H20 3.8301 -0.5210 -0.6309
H21 2.5779 1.6838 1.0398
H22 4.3386 1.5710 0.7466
H23 3.1517 3.0222 -0.8316
H24 1.5805 3.5179 -2.1807
H25 0.3252 2.3115 -2.3563
H26 2.5092 -0.1237 -2.2510
H27 -7.4574 -0.3326 1.0821
H28 -6.4480 1.0659 0.9280
H29 -7.4327 -0.6937 -1.3667
H30 -6.4950 0.7890 -1.5618
H31 -9.2767 0.6143 -0.3563
H32 -8.2269 2.0809 -0.4453
H33 -8.7478 1.2983 -1.9103
C17 6.7645 -0.9714 -1.2963
C18 6.1224 -2.3297 -0.9708
C19 7.1296 -3.4461 -1.3040
O1 4.9939 -2.4662 -1.7223
H34 7.0207 -0.8598 -2.3521
H35 6.0501 -0.1781 -1.0451
H36 7.6869 -0.7759 -0.7251
H37 6.0041 -2.3474 0.1450
H38 7.3900 -3.4350 -2.3646
H39 6.7118 -4.4251 -1.0622
H40 8.0618 -3.3328 -0.7289

Entry 6:
DFT (ωB97M-V/def2-TZVPD) results for a molecular structure, C4H10SSi in a non-equilibrium geometry.

Values from the calculation:
E_tot: -846.0150 Ha
energy relative to the best compared isomer or geometry (same formula, charge and spin): 197.3 kJ/mol
frontier orbital gap: 7.75 eV
total charge: 0

Positions of all 16 atoms, in Å:
C1 1.3407 -0.5813 -1.3535
C2 -1.6319 0.3558 -0.9827
C3 -0.1432 -1.5291 1.0915
C4 0.6865 1.4473 1.0019
Si1 -0.0425 -0.0903 -0.0830
S1 1.1026 -1.2081 -2.8503
H1 2.5372 0.1609 -1.0957
H2 -2.5917 -0.1184 -0.5837
H3 -1.7092 1.4620 -0.9706
H4 -1.4231 0.2003 -2.1084
H5 -0.2985 -2.4833 0.5347
H6 0.7693 -1.6200 1.8286
H7 -1.0665 -1.3250 1.6818
H8 1.5737 1.1666 1.6044
H9 0.8235 2.4135 0.4711
H10 0.0729 1.7490 1.8140

Entry 7:
DFT (ωB97M-V/def2-TZVPD) results for 2 unconnected molecules or ions with the total composition C9H13N3 in a non-equilibrium geometry.

Values from the calculation:
E_tot: -514.7247 Ha
energy relative to the best compared isomer or geometry (same formula, charge and spin): 659.9 kJ/mol
frontier orbital gap: 8.66 eV
total charge: 0

Positions of all 25 atoms, in Å:
C1 2.2869 -1.3216 -0.5154
C2 0.8610 -1.2977 0.0291
C3 0.8742 1.3410 -0.3096
C4 2.2317 1.1066 0.4829
C5 -1.1846 0.1043 -0.1997
C6 -2.0854 1.1272 -0.3031
C7 -3.4194 1.0793 -0.0496
C8 -3.1380 -1.2214 0.0073
C9 -1.7545 -1.1565 0.3406
H1 2.7223 -2.2189 -0.0182
H2 2.4679 -1.3692 -1.6387
H3 0.4043 -2.1808 -0.6602
H4 0.6432 -1.3258 1.2251
H5 1.1108 2.0009 -1.1735
H6 0.1361 1.9303 0.3716
H7 2.7327 2.0917 0.2173
H8 2.1518 1.4346 1.7646
H9 4.1977 0.2134 0.3756
H10 -1.5231 2.1543 -0.3107
H11 -4.0407 1.9009 -0.0629
H12 -3.6356 -2.2353 0.2670
H13 -0.9895 -1.8988 1.0136
N1 0.1267 -0.0181 -0.5897
N2 2.8881 -0.0218 -0.0906
N3 -4.0645 -0.2185 -0.1728

Entry 8:
DFT (ωB97M-V/def2-TZVPD) results for 6 unconnected molecules or ions with the total composition H12O6.

Values from the calculation:
E_tot: -458.6292 Ha
energy relative to the best compared isomer or geometry (same formula, charge and spin): 113.6 kJ/mol
SMILES string: O.O.O.O.O.O
frontier orbital gap: 10.89 eV
total charge: 0

Positions of all 18 atoms, in Å:
O1 0.9020 -2.6410 0.7179
H1 0.3533 -2.6330 1.5109
H2 0.2729 -2.6386 -0.0204
O2 -2.1210 1.6250 1.9353
H3 -2.7479 0.9451 1.6619
H4 -2.6636 2.3382 2.2937
O3 -0.3814 -0.8736 -2.4971
H5 0.5563 -1.0395 -2.6436
H6 -0.4059 -0.4759 -1.6130
O4 -0.5045 3.6153 0.1737
H7 -0.7257 3.1555 -0.6435
H8 -0.9048 3.0633 0.8565
O5 0.2024 0.4884 0.3288
H9 0.7406 -0.2852 0.5493
H10 -0.2760 0.7082 1.1401
O6 2.7208 -1.4237 -1.2208
H11 2.3339 -1.9645 -0.5141
H12 2.6486 -1.9640 -2.0155

> Among the records above, which one has the lowest E_tot?

C37H40N8O2RbS3